Entry 1:
{"formula": "C29H33CaN12OPS2", "method": "ωB97M-V with the def2-TZVPD basis set", "e_tot_ha": -3672.43269, "e_homo_ev": [-6.93, -6.93], "charge": 0, "lumo_energy_ev": [-0.3634, -0.4353], "de_lowest_kj_mol": 0.0, "species": ["Ca", "O", "C", "N", "C", "C", "C", "C", "C", "C", "N", "C", "C", "C", "C", "C", "N", "H", "H", "H", "H", "H", "H", "H", "H", "H", "H", "C", "N", "C", "C", "N", "C", "P", "C", "N", "C", "C", "N", "C", "C", "N", "C", "C", "N", "C", "H", "H", "H", "H", "H", "H", "H", "H", "H", "H", "H", "H", "H", "H", "H", "S", "C", "N", "C", "N", "C", "C", "N", "C", "S", "H", "H", "H", "H", "H", "H", "H", "H"], "coordinates": [[0.124, -0.171, 0.241], [3.285, 1.510, -2.147], [2.601, 0.809, -1.384], [1.675, 1.246, -0.538], [1.343, 2.653, -0.678], [-0.005, 3.038, -0.102], [-0.824, 4.020, -0.645], [-1.913, 4.531, 0.033], [-2.070, 4.271, 1.489], [-1.981, 2.779, 3.002], [-0.508, 2.396, 1.109], [2.827, -0.721, -1.445], [3.805, -1.196, -2.217], [4.035, -2.638, -2.376], [3.345, -3.530, -1.672], [2.318, -3.091, -0.685], [2.041, -1.620, -0.638], [1.363, 2.963, -1.730], [2.108, 3.290, -0.202], [-0.589, 4.388, -1.638], [-2.569, 5.241, -0.454], [-2.169, 5.211, 2.039], [-1.919, 1.937, 3.679], [4.417, -0.476, -2.743], [4.770, -2.968, -3.100], [3.471, -4.597, -1.804], [2.506, -3.509, 0.310], [-3.798, -3.454, -0.015], [-2.867, -2.795, 0.883], [-2.033, -3.462, 1.735], [-1.199, -2.527, 2.270], [-1.493, -1.300, 1.742], [-2.501, -1.483, 0.897], [-3.378, -0.214, -0.119], [-2.734, 1.354, 0.700], [-1.459, 1.416, 0.670], [-0.961, 3.389, 2.099], [-3.112, 3.266, 2.130], [-3.626, 2.217, 1.262], [-5.061, 2.173, 1.024], [-2.379, -0.197, -1.662], [-1.190, 0.346, -1.856], [-0.846, 0.093, -3.149], [-1.844, -0.608, -3.757], [-2.819, -0.785, -2.814], [-4.042, -1.535, -3.042], [-4.283, -4.272, 0.514], [-3.250, -3.846, -0.873], [-4.559, -2.746, -0.336], [-2.086, -4.530, 1.852], [-0.397, -2.649, 2.978], [-0.066, 3.862, 2.503], [-3.963, 3.743, 2.615], [-5.439, 3.194, 1.005], [-5.595, 1.618, 1.800], [-5.284, 1.723, 0.060], [0.101, 0.413, -3.553], [-1.945, -1.002, -4.753], [-4.395, -1.336, -4.051], [-4.805, -1.216, -2.335], [-3.861, -2.604, -2.931], [-0.195, -4.514, -1.352], [0.855, -3.234, -1.105], [0.660, -1.935, -1.133], [4.001, 1.841, 1.749], [4.141, 0.407, 1.770], [5.274, -0.231, 1.110], [4.998, -1.735, 1.303], [3.726, -1.716, 2.006], [3.239, -0.478, 2.205], [1.730, -0.161, 2.904], [4.081, 2.206, 0.726], [4.786, 2.298, 2.358], [3.025, 2.098, 2.152], [6.212, 0.084, 1.571], [5.291, 0.054, 0.055], [5.769, -2.220, 1.903], [4.917, -2.255, 0.347], [3.173, -2.521, 2.233]], "lowdin_charge": [1.195, -0.023, -0.552, -0.115, -0.184, -0.168, -0.046, -0.017, -0.181, 0.098, -0.052, -0.154, -0.028, -0.076, -0.054, -0.269, -0.093, 0.118, 0.120, 0.115, 0.098, 0.146, 0.109, 0.109, 0.100, 0.111, 0.126, -0.034, -0.118, -0.068, -0.135, -0.039, -0.468, 1.192, -0.422, -0.079, -0.232, -0.212, -0.111, -0.072, -0.455, -0.010, -0.115, -0.049, -0.120, -0.035, 0.095, 0.062, 0.059, 0.124, 0.090, 0.153, 0.141, 0.090, 0.090, 0.054, 0.114, 0.123, 0.093, 0.062, 0.088, 0.473, -0.885, -0.055, -0.050, -0.143, -0.092, -0.111, 0.016, -0.826, 0.581, 0.084, 0.092, 0.053, 0.122, 0.117, 0.115, 0.098, 0.120]}



Entry 2:
{"formula": "C5H14N2", "method": "ωB97M-V with the def2-TZVPD basis set", "e_tot_ha": -307.94621, "e_homo_ev": [-13.30, -13.18], "charge": 1, "lumo_energy_ev": [-6.8053, -7.2882], "spin_multiplicity": 2, "de_lowest_kj_mol": 459.9, "s2": 0.7572, "species": ["C", "C", "N", "C", "C", "N", "C", "H", "H", "H", "H", "H", "H", "H", "H", "H", "H", "H", "H", "H", "H"], "coordinates": [[1.288, -2.862, 0.912], [1.017, -1.867, -0.208], [1.346, -0.488, 0.217], [0.265, 0.129, 0.996], [-0.890, 0.746, 0.072], [-0.298, 1.419, -1.091], [-1.468, 1.722, -1.605], [1.079, -3.869, 0.557], [0.673, -2.656, 1.788], [2.332, -2.789, 1.208], [-0.017, -1.944, -0.571], [1.679, -2.086, -1.046], [-0.226, -0.598, 1.638], [0.711, 0.932, 1.581], [-1.326, 4.541, -0.299], [-1.555, -0.104, -0.131], [-1.433, 1.445, 0.733], [1.380, 0.094, -0.621], [-1.942, 1.087, -2.361], [-0.602, 4.505, -0.380], [-2.012, 2.644, -1.389]], "lowdin_charge": [-0.080, -0.275, -0.044, -0.152, -0.171, 0.155, 0.171, 0.081, 0.067, 0.084, 0.105, 0.118, 0.119, 0.125, 0.030, 0.139, 0.146, 0.086, 0.149, 0.043, 0.105]}



Entry 3:
{"formula": "C28H31N6NiS", "method": "ωB97M-V with the def2-TZVPD basis set", "e_tot_ha": -3320.66934, "e_homo_ev": [-3.71, -3.72], "charge": -1, "lumo_energy_ev": [2.3924, 2.4334], "spin_multiplicity": 3, "de_lowest_kj_mol": 0.0, "s2": 2.0082, "species": ["Ni", "N", "C", "S", "N", "N", "C", "C", "C", "C", "C", "C", "C", "C", "C", "C", "C", "C", "N", "H", "H", "H", "H", "H", "H", "H", "H", "H", "H", "H", "C", "N", "C", "C", "C", "C", "C", "C", "C", "C", "H", "H", "H", "H", "H", "H", "H", "H", "H", "H", "H", "H", "C", "C", "C", "C", "C", "C", "N", "H", "H", "H", "H", "H", "H", "H", "H"], "coordinates": [[-0.329, -0.824, -1.252], [-2.818, -2.648, 1.936], [-2.076, -1.962, 1.008], [-1.703, -2.737, -0.452], [-1.726, -0.748, 1.432], [-0.971, -0.064, 0.561], [-0.560, 1.116, 0.900], [-0.894, 1.765, 2.187], [0.112, 2.218, 3.037], [-0.201, 2.842, 4.236], [-1.527, 3.028, 4.596], [-2.537, 2.585, 3.751], [-2.224, 1.955, 2.558], [0.208, 1.849, -0.124], [0.579, 3.188, 0.015], [1.211, 3.818, -1.041], [1.455, 3.113, -2.211], [1.060, 1.788, -2.268], [0.469, 1.174, -1.254], [-3.339, -3.438, 1.601], [-3.219, -2.090, 2.673], [1.151, 2.072, 2.761], [0.595, 3.179, 4.888], [-1.775, 3.514, 5.531], [-3.575, 2.726, 4.025], [-3.008, 1.595, 1.906], [0.351, 3.728, 0.923], [1.495, 4.859, -0.955], [1.932, 3.574, -3.064], [1.203, 1.191, -3.161], [1.449, -2.001, 3.649], [2.218, -1.900, 2.424], [2.492, -0.504, 2.124], [1.468, -2.544, 1.333], [2.140, -2.405, -0.012], [3.397, -2.989, -0.167], [4.101, -2.867, -1.353], [3.536, -2.138, -2.392], [2.286, -1.561, -2.221], [1.528, -1.674, -1.042], [2.009, -1.568, 4.482], [1.254, -3.052, 3.874], [0.475, -1.486, 3.577], [2.955, -0.031, 2.994], [1.573, 0.053, 1.870], [3.171, -0.422, 1.276], [0.460, -2.125, 1.269], [1.363, -3.602, 1.597], [3.828, -3.533, 0.668], [5.075, -3.330, -1.465], [4.067, -2.022, -3.332], [1.886, -0.997, -3.062], [-0.760, -1.972, -4.234], [-1.618, -0.780, -3.940], [-2.463, -0.099, -4.796], [-3.056, 0.933, -4.028], [-2.539, 0.820, -2.750], [-2.900, 1.642, -1.554], [-1.654, -0.218, -2.693], [-1.239, -2.624, -4.968], [-0.588, -2.566, -3.332], [0.223, -1.704, -4.633], [-2.649, -0.338, -5.834], [-3.800, 1.650, -4.347], [-3.789, 2.237, -1.775], [-2.111, 2.341, -1.258], [-3.124, 1.012, -0.689]], "lowdin_charge": [0.450, 0.049, -0.895, 0.661, 0.001, -0.015, -0.217, -0.179, -0.051, -0.087, -0.103, -0.085, -0.027, -0.206, -0.009, -0.066, -0.055, -0.098, 0.079, 0.063, 0.082, 0.107, 0.098, 0.094, 0.098, 0.108, 0.108, 0.103, 0.099, 0.113, -0.124, -0.249, -0.096, -0.192, -0.266, -0.072, -0.121, -0.124, -0.154, -0.142, 0.074, 0.078, 0.082, 0.079, 0.064, 0.086, 0.059, 0.122, 0.104, 0.085, 0.086, 0.059, -0.068, -0.401, -0.109, -0.111, -0.395, -0.055, -0.009, 0.068, 0.041, 0.057, 0.074, 0.074, 0.068, 0.055, 0.057]}



Entry 4:
{"formula": "CH4IN2", "method": "ωB97M-V with the def2-TZVPD basis set", "e_tot_ha": -447.36006, "e_homo_ev": [-13.91, -13.53], "charge": 1, "lumo_energy_ev": [-6.5164, -6.8291], "de_lowest_kj_mol": 254.5, "species": ["C", "N", "N", "I", "H", "H", "H", "H"], "coordinates": [[-0.029, -0.004, -0.102], [-0.925, 0.854, 0.203], [0.085, -1.276, -0.131], [3.162, 1.584, -0.349], [-1.812, 0.617, 0.656], [-0.762, 1.842, 0.043], [-0.710, -1.912, -0.025], [0.992, -1.706, -0.294]], "lowdin_charge": [-0.179, 0.198, 0.198, 0.180, 0.160, 0.141, 0.160, 0.142]}



Entry 5:
{"formula": "C17H23NO3", "method": "ωB97M-V with the def2-TZVPD basis set", "e_tot_ha": -942.11723, "e_homo_ev": -8.82, "charge": 0, "lumo_energy_ev": 0.7940, "de_lowest_kj_mol": 48.3, "species": ["C", "C", "H", "H", "O", "C", "O", "C", "C", "H", "H", "C", "N", "C", "O", "C", "C", "C", "C", "C", "C", "C", "H", "H", "C", "H", "H", "H", "H", "H", "H", "H", "C", "C", "H", "H", "H", "H", "H", "H", "H", "H", "H", "H"], "coordinates": [[-6.175, -0.292, -0.714], [-5.172, -1.003, 0.177], [-5.436, -2.059, 0.301], [-5.116, -0.542, 1.169], [-3.883, -0.932, -0.437], [-2.815, -0.970, 0.361], [-2.878, -1.083, 1.558], [-1.532, -0.873, -0.451], [-0.299, -0.906, 0.453], [-0.374, -1.740, 1.152], [0.594, -1.042, -0.160], [-0.172, 0.396, 1.249], [-0.169, 1.535, 0.363], [0.873, 2.344, 0.065], [0.775, 3.236, -0.759], [2.181, 2.095, 0.806], [2.797, 0.785, 0.396], [2.860, 0.442, -0.950], [3.409, -0.763, -1.346], [3.913, -1.659, -0.410], [3.859, -1.309, 0.932], [3.308, -0.104, 1.331], [3.280, 0.145, 2.383], [4.252, -1.988, 1.676], [4.525, -2.957, -0.842], [4.420, -3.713, -0.067], [5.590, -2.819, -1.037], [4.062, -3.320, -1.757], [3.445, -1.015, -2.397], [2.474, 1.129, -1.689], [2.848, 2.915, 0.526], [2.028, 2.137, 1.886], [-1.384, 1.634, -0.419], [-1.528, 0.400, -1.308], [-2.447, 0.463, -1.890], [-0.681, 0.361, -1.996], [-1.318, 2.541, -1.023], [-2.239, 1.714, 0.262], [0.734, 0.369, 1.849], [-1.032, 0.485, 1.922], [-1.528, -1.745, -1.115], [-7.165, -0.358, -0.272], [-6.193, -0.753, -1.697], [-5.906, 0.755, -0.825]], "lowdin_charge": [-0.063, -0.215, 0.130, 0.122, -0.005, -0.472, 0.117, -0.209, -0.104, 0.124, 0.111, -0.124, -0.041, -0.466, 0.050, -0.052, -0.247, -0.032, -0.042, -0.286, -0.041, -0.046, 0.115, 0.111, -0.054, 0.076, 0.084, 0.076, 0.112, 0.121, 0.132, 0.122, -0.119, -0.107, 0.117, 0.127, 0.123, 0.136, 0.107, 0.127, 0.156, 0.077, 0.076, 0.078]}